(1)
{"formula": "C7H33NO9", "method": "ωB97M-V/def2-TZVPD", "charge": 0, "relative_energy_ev": 4.260, "e_tot_ha": -1018.30145, "homo_lumo_gap_ha": 0.3333, "homo_energy_ev": -8.829, "symbols": ["C", "C", "H", "C", "H", "H", "H", "H", "H", "H", "H", "H", "H", "H", "O", "H", "O", "H", "C", "H", "H", "H", "H", "H", "O", "H", "H", "C", "H", "O", "O", "C", "H", "O", "N", "H", "H", "C", "H", "H", "H", "H", "H", "H", "O", "O", "O", "H", "H", "H"], "positions_angstrom": [[-1.945, 1.316, -0.916], [-1.151, 0.491, 1.351], [1.686, -1.080, -4.039], [-3.550, 0.312, 0.714], [0.048, -0.697, -4.156], [1.199, 1.481, -2.962], [1.520, 1.807, 3.917], [2.496, -1.925, -1.750], [1.391, -2.799, -2.351], [-3.826, 1.118, 1.519], [2.096, 0.008, -0.986], [-0.729, -3.169, 2.802], [3.617, 2.891, 0.473], [-1.127, -1.787, 0.573], [0.543, 2.108, -2.570], [-1.789, -1.969, -2.231], [1.499, 2.232, 3.017], [-2.725, 1.462, -1.619], [-2.165, 0.707, 0.286], [-0.218, -0.146, -2.799], [-0.133, 0.871, 1.137], [2.829, -0.379, -3.391], [0.664, 0.499, 2.893], [-1.340, 0.793, 2.399], [2.883, 2.296, 0.293], [0.826, -0.866, -0.218], [2.141, 2.841, 0.648], [0.294, -2.901, 2.415], [2.328, 1.833, 2.723], [2.130, -2.245, -2.617], [-0.684, -0.566, -3.550], [-0.969, -1.104, 1.488], [-0.326, 2.114, -2.988], [-2.476, -2.392, -1.693], [0.715, -0.477, 3.163], [0.208, -0.671, 4.027], [1.320, -1.091, 1.310], [0.457, -1.442, 1.993], [-3.362, -2.061, -1.730], [-1.824, -1.386, 2.190], [-4.201, 0.525, -0.214], [0.444, 3.188, -0.242], [-3.838, -0.665, 1.010], [0.952, -3.267, 3.172], [1.689, -0.778, -0.630], [2.174, -0.256, -4.168], [0.649, 3.681, 0.564], [0.382, -3.520, 1.510], [0.154, 3.312, 1.301], [-0.955, 1.751, -1.070]], "nbo_charge": [-0.4655, -0.4706, 0.4814, -0.6577, 0.4715, 0.5053, 0.4768, 0.5050, 0.4804, 0.2203, 0.5176, 0.2106, 0.4656, 0.2272, -0.9898, 0.5056, -0.9490, 0.2027, 0.0573, 0.4799, 0.1988, 0.4774, 0.3785, 0.2274, -0.9958, 0.5173, 0.4940, -0.6224, 0.4893, -0.9920, -0.9517, -0.4239, 0.4915, -0.9887, -0.9127, 0.3561, 0.2395, -0.0973, 0.4822, 0.2136, 0.2090, 0.4954, 0.2256, 0.2207, -1.0095, -0.9619, -0.9468, 0.2171, 0.4926, 0.2023]}


(2)
{"formula": "C15H10F5N3O2", "method": "ωB97M-V/def2-TZVPD", "charge": 0, "e_tot_ha": -1391.64877, "homo_lumo_gap_ha": 0.3348, "homo_energy_ev": -9.086, "symbols": ["H", "C", "F", "H", "C", "C", "H", "C", "H", "C", "C", "N", "H", "C", "O", "C", "C", "N", "F", "H", "O", "C", "C", "C", "C", "H", "C", "H", "H", "F", "F", "C", "N", "F", "H"], "positions_angstrom": [[-0.904, -2.476, -0.765], [1.305, 2.215, -0.710], [0.727, 5.715, -0.125], [-3.608, -1.356, 2.320], [-0.832, -1.026, 1.804], [-3.174, -1.780, 1.446], [2.985, 1.034, 1.383], [2.767, 3.491, -2.140], [1.265, 0.280, 3.827], [-3.061, -2.746, -0.433], [2.192, 4.657, -1.617], [-1.808, -1.635, 1.034], [0.818, -1.740, 0.529], [2.281, 2.274, -1.726], [0.208, 0.199, -1.125], [1.988, 0.958, 1.861], [-1.801, -2.319, -0.154], [-3.926, -2.386, 0.561], [2.619, 5.870, -2.029], [-3.288, -3.279, -1.318], [-1.172, -0.658, 2.924], [0.784, 3.370, -0.187], [0.785, 0.901, -0.312], [1.660, -1.294, 2.469], [0.639, -1.009, 1.325], [2.538, -1.772, 2.077], [1.243, 4.583, -0.628], [3.019, -0.022, 3.564], [1.674, 1.991, 2.137], [2.744, 1.147, -2.344], [3.681, 3.582, -3.167], [2.029, 0.030, 3.076], [1.065, 0.356, 0.943], [-0.152, 3.329, 0.787], [1.228, -1.961, 3.233]], "nbo_charge": [0.2308, -0.2511, -0.2871, 0.2187, 0.7169, 0.1965, 0.1891, 0.2695, 0.2319, -0.0934, 0.2921, -0.4332, 0.2352, 0.3822, -0.5775, -0.2193, -0.0695, -0.4145, -0.2780, 0.2100, -0.5541, 0.3585, 0.6815, -0.3928, -0.1271, 0.2133, 0.3055, 0.2241, 0.2123, -0.2870, -0.2877, -0.4148, -0.4259, -0.2888, 0.2338]}